Molecular formula: C4H10S
Method: DFT, ωB97M-V/def2-TZVPD

```
15
Properties=species:S:1:pos:R:3:nbo_charge:R:1
C 0.440 1.428 -0.342 -0.692
C -0.780 -0.667 -1.070 -0.695
C -0.492 -0.145 1.412 -0.692
C -0.037 0.047 0.005 0.278
S 2.188 -0.879 -0.165 -0.352
H -0.397 2.127 -0.403 0.213
H 1.140 1.787 0.410 0.229
H 0.953 1.418 -1.302 0.230
H -0.163 -0.779 -1.957 0.244
H -1.657 -0.075 -1.349 0.220
H -1.123 -1.645 -0.742 0.219
H 0.273 0.172 2.117 0.239
H -1.370 0.488 1.569 0.223
H -0.770 -1.178 1.618 0.222
H 1.794 -2.098 0.199 0.114
```

The gap between HOMO and LUMO is 0.324 Ha. For the relative energy (zero: lowest compared OMol25 entry of this formula, charge and spin), the calculation gives 22.4 kcal/mol. Its lowest unoccupied orbital energy is 0.244 eV. The value obtained for the total energy is -556.54629 Eh. The spin multiplicity is 1. As for the maximum force: 0.0558 hartree/bohr. Its HOMO energy is -8.570 eV.